[1]
15
Properties=species:S:1:pos:R:3:forces:R:3:lowdin_charge:R:1 method="wB97M-V/def2-TZVPD" homo_lumo_gap_ev=8.885 spin_multiplicity=1 de_lowest_kcal_mol=49.5
C -3.01500 0.15833 -0.63175 -0.25 -0.51 0.06 -0.29
H 3.77749 1.68661 0.75622 -0.19 0.14 0.23 0.01
O -3.81293 1.26002 -0.56918 0.17 0.26 -0.20 0.05
N 2.13263 0.56881 -0.84085 -1.27 0.21 0.23 0.17
C -5.14101 -0.52538 -0.71750 -0.15 0.22 0.07 -0.05
C -3.78921 -0.97344 -0.70266 0.30 0.15 -0.08 0.00
C -5.08657 0.83662 -0.64119 -0.28 -0.38 -0.04 -0.10
H -5.84950 1.60870 -0.66054 0.27 -0.24 0.11 0.13
C -0.40431 0.48367 -0.70304 -1.26 -0.11 0.13 0.01
H 2.72416 2.05344 1.80845 0.08 -0.04 -0.10 0.02
H -3.42301 -1.99466 -0.76006 -0.10 0.35 0.02 0.12
O 3.64069 2.21018 1.56017 0.10 -0.10 -0.15 -0.08
C -1.61354 0.34601 -0.65352 1.30 0.19 -0.03 0.10
C 0.97345 0.58313 -0.75402 0.99 -0.31 -0.26 -0.21
H -6.04056 -1.13078 -0.77259 0.30 0.19 0.00 0.11

***

[2]
16
Properties=species:S:1:pos:R:3:forces:R:3:lowdin_charge:R:1 method="wB97M-V/def2-TZVPD" homo_lumo_gap_ev=9.407 spin_multiplicity=1 de_lowest_kcal_mol=104.0
N 0.56550 1.91518 0.79683 -2.87 2.23 -2.71 -0.38
O 0.40708 2.98112 0.19889 -0.11 -0.72 -0.18 0.09
H -1.67063 -2.41690 -1.19570 0.42 0.08 -0.45 0.10
H -2.90416 -0.31835 -1.36696 0.41 0.25 0.63 0.12
C 2.05883 -0.34933 0.60548 3.20 -0.30 0.31 -0.21
O 1.18207 1.78889 1.76557 2.17 -0.29 4.14 0.13
C -1.93221 -0.29598 -0.85385 1.11 -2.37 -0.62 -0.03
C -0.12855 0.74237 0.29681 1.21 -1.60 -0.58 -0.10
H -1.93816 1.74708 -0.06776 0.36 -0.57 -0.74 0.14
C 0.12916 -1.56409 -0.34193 -0.81 1.83 0.90 -0.01
O 2.82306 0.56571 0.36030 -1.00 -0.75 -0.25 0.08
H 2.52350 -1.26448 1.01337 -0.27 -0.25 0.08 0.13
H 0.75790 -2.39940 -0.36768 0.53 -1.43 -0.18 0.10
C -1.37493 0.81550 -0.27192 -0.97 1.42 0.89 -0.01
C 0.64916 -0.43224 0.32039 -2.17 1.15 -1.88 -0.11
C -1.14763 -1.51509 -0.89183 -1.21 1.31 0.64 -0.04

***

[3]
18
Properties=species:S:1:pos:R:3:forces:R:3:lowdin_charge:R:1 method="wB97M-V/def2-TZVPD" homo_lumo_gap_ev=3.277 spin_multiplicity=1 total_charge=-2 de_lowest_kcal_mol=74.0
O 1.91718 -3.54654 0.19552 0.26 -1.20 -0.11 -0.11
H 0.79916 -0.41913 -1.41641 0.21 -0.30 0.11 0.03
C 1.64000 -0.34782 1.37045 -1.30 -0.28 -1.65 -0.62
H 1.20019 1.18773 -1.15327 1.56 1.03 0.87 0.03
N 0.50797 0.56473 -1.41869 -2.97 -0.11 -0.47 0.10
C -1.55329 -0.26397 -0.48734 -1.74 -0.27 0.17 -0.33
O 1.91327 0.82439 1.24658 1.18 1.55 1.06 -0.02
C 1.09285 -1.44324 0.86748 -1.47 -1.63 -2.67 -0.10
C -1.01287 1.95824 -0.08042 -1.79 3.63 0.38 -0.18
H -1.40844 -1.30581 -0.89960 -0.41 1.43 0.85 0.10
C -0.69823 0.76897 -0.67832 3.16 -2.36 -1.77 -0.50
C 1.42243 -2.46979 -0.19047 1.17 0.16 5.88 -0.81
H -0.41241 2.87876 -0.22640 -0.15 -0.82 0.42 0.11
H -2.84052 2.63158 1.10935 0.00 1.09 0.22 0.01
S -2.98873 0.40380 0.34533 1.07 -0.26 -0.68 0.82
O 1.56676 -1.34888 2.29417 1.49 0.05 2.98 -0.03
C -2.30484 2.02953 0.42326 0.84 -2.78 -0.28 -0.43
O 1.15953 -2.10256 -1.30123 -1.11 1.08 -5.32 -0.07

***

[4]
20
Properties=species:S:1:pos:R:3:forces:R:3:lowdin_charge:R:1 method="wB97M-V/def2-TZVPD" homo_lumo_gap_ev=8.186 spin_multiplicity=1 de_lowest_kcal_mol=0.0
H 1.14954 -1.18679 1.22388 -0.29 -0.83 -0.79 0.15
S -1.81073 0.66884 0.17831 1.92 1.61 -0.78 0.72
O -3.11771 0.96874 -0.23473 -1.06 0.55 -0.44 -0.22
H -1.76120 2.82201 0.90825 0.44 0.42 -0.32 0.15
C 0.14875 2.39057 0.03296 1.05 0.24 -1.46 -0.44
C 1.95615 0.61627 -0.57026 1.71 0.29 0.41 -0.03
S -1.55742 -1.95479 -0.00270 2.29 0.85 -4.63 0.71
H 2.70355 1.46327 -0.54545 -0.68 -1.28 -0.67 0.15
O -1.79882 -3.11481 0.70168 -0.69 -2.50 2.51 -0.21
C 1.27269 -1.63361 0.18895 -0.59 0.35 0.82 -0.24
C 0.03876 -1.73535 -0.65440 -2.20 4.17 0.32 -0.12
C 0.58505 1.01096 -0.45595 -0.23 0.40 -0.58 -0.19
O 0.72083 3.45347 -0.12341 -0.56 -1.37 0.73 0.12
O -1.69007 -0.31333 1.26146 -0.42 0.06 1.41 -0.33
H 3.22236 -1.02691 -0.52606 2.80 -0.78 -0.18 0.08
H 1.68731 -2.61626 0.26805 0.35 -0.63 0.23 0.11
C -0.40946 0.17421 -0.77992 0.81 -2.86 0.75 -0.09
C 2.27289 -0.68919 -0.40992 -2.45 2.23 0.14 -0.04
N -1.10060 2.16885 0.50071 -2.15 -0.37 1.67 0.02
O -2.51190 -1.46618 -0.96144 -0.06 -0.56 0.88 -0.30